Entry 1:
C18H52N2O12 | wB97M-V/def2-TZVPD

Relative energy (zero: lowest compared OMol25 entry of this formula, charge and spin): 62.398 eV

Structure (ORCA input):
```
! RIJCOSX wB97M-V def2-TZVPD def2/J DEFGRID3
* xyz 0 1
C -1.04 0.72 -4.33
H -1.66 -0.94 -1.40
H 4.89 1.96 3.78
H -1.06 1.24 -3.38
C 0.15 -0.20 -3.04
H 2.88 -2.04 -3.97
H -0.04 -1.14 -3.57
H 5.20 1.85 1.46
H 5.43 -0.79 2.46
H 1.17 -1.60 2.04
H 1.83 -1.34 -2.90
O 1.45 -2.32 -6.05
H -0.26 -2.03 -1.03
H -1.08 -0.45 4.83
H 6.24 0.77 4.06
C -2.37 2.65 0.95
N 5.38 0.88 1.24
H 0.09 -1.42 -4.81
C -1.81 1.38 1.65
H 0.40 -0.65 2.43
H -2.55 -0.87 1.05
H -3.72 1.76 -0.23
H 0.94 -1.67 -6.55
H 1.14 -1.76 3.74
H 1.04 -1.65 1.13
H 3.52 -0.85 1.12
O -1.34 -0.62 2.89
H -0.92 0.44 0.57
H -0.85 1.76 2.00
H 0.53 0.54 -5.91
C -0.42 1.35 3.85
C 0.40 0.75 -4.85
H 0.80 -0.21 2.95
C 0.61 -0.67 1.36
H -3.07 0.33 -1.55
C 5.22 0.93 3.69
C 4.92 0.16 2.39
H 1.08 0.15 -3.49
H 4.73 0.56 4.60
H 1.79 2.17 -4.84
C -0.54 -0.23 3.91
O -4.39 -0.01 2.23
H -2.16 -0.14 2.81
H -5.05 -0.72 -0.31
C 3.43 -0.22 2.00
C 0.86 -2.19 -4.77
O 2.81 -0.93 3.08
H -1.74 1.27 -4.96
C 1.98 -1.44 -3.97
O -1.50 -0.61 -4.26
H -1.71 0.68 0.81
O -3.11 0.30 -0.59
H -2.39 -0.64 -4.62
O -3.72 2.34 0.54
C -0.66 -1.02 -0.96
H 0.52 -3.17 -4.43
H 0.05 1.57 2.89
H -2.38 3.54 1.59
H 2.85 0.69 1.81
H -2.11 1.77 3.19
C 1.46 -1.08 2.95
H 1.23 0.20 1.14
H -1.58 -1.32 2.25
C -3.99 -0.73 -0.06
H 2.66 -0.19 -5.38
O 0.26 -0.19 -1.60
H -2.73 -0.77 1.63
H -5.32 -0.12 2.05
H -1.68 2.80 0.12
N -1.68 -1.34 1.25
H 6.36 0.90 1.48
H 0.41 -0.72 3.70
H -3.31 0.55 2.20
H -4.19 -1.89 1.82
O -2.51 0.74 2.70
H -0.67 0.49 -3.24
O -1.60 2.08 3.94
O 2.26 -0.15 -4.51
H 0.17 1.83 4.64
O 0.87 2.07 -4.60
C -3.79 -0.94 1.47
C -0.68 -0.62 0.52
H 1.12 0.16 -4.29
H -3.71 -1.70 -0.47
*
```

Partial atomic charges computed with the Mulliken method, in multiples of e:
1 C -1.0562
2 H 0.3627
3 H 0.3672
4 H 0.1558
5 C -2.4372
6 H 0.5656
7 H 0.5452
8 H 0.2894
9 H 0.4186
10 H -0.2969
11 H 0.2927
12 O -0.6056
13 H 0.3738
14 H 0.3478
15 H 0.4054
16 C -1.2255
17 N -0.6911
18 H 0.4681
19 C 1.1396
20 H -0.7197
21 H -0.7163
22 H 0.5812
23 H 0.4134
24 H 0.4079
25 H 0.5757
26 H 0.2034
27 O -0.0906
28 H -1.7010
29 H -0.1384
30 H 0.4901
31 C -0.7208
32 C 0.1055
33 H 0.8656
34 C 0.6060
35 H 0.2489
36 C -1.4717
37 C 0.0254
38 H 1.3158
39 H 0.3408
40 H 0.3675
41 C 0.5312
42 O -0.4189
43 H -0.0682
44 H 0.6789
45 C -0.2858
46 C -0.2785
47 O -0.4810
48 H 0.8597
49 C -0.3975
50 O -0.5194
51 H 0.4031
52 O -0.8075
53 H 0.3506
54 O -0.6984
55 C -1.5258
56 H 0.3962
57 H 0.2726
58 H 0.4987
59 H 0.3382
60 H 0.7408
61 C -1.3431
62 H 0.4009
63 H 1.1530
64 C -1.0028
65 H 0.5355
66 O -0.6190
67 H -0.3714
68 H 0.5527
69 H 0.2546
70 N -0.7379
71 H 0.3310
72 H -0.4073
73 H 0.2750
74 H 0.7211
75 O -0.5487
76 H 0.6969
77 O -0.7439
78 O -0.5199
79 H 0.5311
80 O -0.5332
81 C -0.4871
82 C 2.3513
83 H -0.8651
84 H 0.3788

***

Entry 2:
C18H52N2O8 | wB97M-V/def2-TZVPD

SMILES string: NC(N)=O.CC(C)O.CC(C)O.CC(C)O.CCO.CCO.CCO.CCO
Relative energy (zero: lowest compared OMol25 entry of this formula, charge and spin): 1.562 eV

Structure (ORCA input):
```
! RIJCOSX wB97M-V def2-TZVPD def2/J DEFGRID3
* xyz 0 1
C 1.86 -2.26 2.04
H 2.76 -1.99 2.59
H 3.41 -4.02 -2.07
H -1.85 1.91 -0.70
H 3.10 -4.76 0.15
H -3.95 -0.90 -3.85
O -6.49 -1.28 -1.71
N 1.39 0.53 -3.44
H -0.89 -4.16 -2.45
C -4.07 -1.22 -1.15
H 2.26 4.52 -0.04
O -0.56 1.57 4.57
C -0.07 3.17 -0.33
C -5.23 -0.85 -2.12
O 0.78 -2.10 -3.55
H 2.95 5.82 0.90
H -3.15 -0.75 -1.49
H -0.83 -3.05 -4.52
H 4.81 -4.64 -0.10
H 1.31 2.47 0.84
N 2.45 0.42 -1.30
C -1.14 -3.11 -2.36
C 3.10 4.75 0.66
C 3.61 -3.29 -1.35
H 1.57 0.06 -0.75
O 2.77 2.23 -2.68
C -0.63 -1.52 1.84
H -2.93 -0.15 6.32
H -1.55 4.17 0.89
H -5.32 0.20 -2.22
O 1.34 -0.09 1.54
H 0.84 -1.02 3.44
C -1.10 2.50 -1.28
H -4.67 -2.44 -3.37
H 2.43 3.85 2.48
H 2.93 1.11 -0.74
H 0.61 0.60 1.53
H -1.10 -2.26 2.44
C -0.65 4.38 0.34
C -1.89 1.34 5.10
C 3.90 -4.05 -0.04
H 4.01 4.84 0.07
H 1.48 -3.24 2.42
H 0.83 3.37 -0.97
H -2.19 -3.07 -2.19
H 3.03 1.75 1.73
C 0.84 -1.21 2.32
H -2.65 1.28 4.30
H 4.44 -2.71 -1.64
C -0.62 -2.42 -3.64
H 2.71 -1.56 -0.99
H -0.79 5.10 -0.48
H -1.54 -0.68 5.34
H -0.66 1.90 3.66
H -1.20 -0.57 1.91
H -1.15 -1.43 -3.78
H -1.57 3.26 -1.91
O 0.39 2.23 0.70
O 2.50 -2.43 -1.33
H -0.63 1.81 -2.03
C -4.85 -1.38 -3.47
H -4.25 -0.87 -0.13
H -5.65 -1.27 -4.15
H 1.20 1.04 -4.21
C 3.23 3.74 1.76
H -3.91 -2.32 -1.06
O 3.08 2.46 1.08
H 1.29 -2.77 -3.04
H -2.14 2.19 5.72
H -0.71 -1.85 0.77
H -6.34 -2.18 -1.45
H -0.80 -2.70 -1.42
H 1.21 -0.46 -3.38
H -1.22 0.19 6.87
H 0.13 4.77 0.99
H 3.93 -3.38 0.84
C 2.13 1.16 -2.47
H 2.06 -2.28 0.98
H 4.19 3.89 2.30
C -1.88 0.10 5.95
*
```

Partial atomic charges computed with the Mulliken method, in multiples of e:
1 C -0.6812
2 H 0.5308
3 H 0.3833
4 H 0.2300
5 H 0.2959
6 H 0.3088
7 O -0.5509
8 N -0.1902
9 H 0.4474
10 C -1.0315
11 H 0.0475
12 O -0.4876
13 C 0.7564
14 C 0.2016
15 O -0.6745
16 H 0.3235
17 H 0.2314
18 H 0.2303
19 H 0.4112
20 H 0.0325
21 N -0.2439
22 C -0.9425
23 C -0.8231
24 C -0.2944
25 H 0.1519
26 O -0.7085
27 C -0.9953
28 H 0.3216
29 H 0.3524
30 H 0.3618
31 O -0.0473
32 H 0.1352
33 C -1.2039
34 H 0.2980
35 H 0.2298
36 H 0.1228
37 H 0.0937
38 H 0.5820
39 C -1.5808
40 C -0.2012
41 C -1.0916
42 H 0.3162
43 H 0.3532
44 H 0.1081
45 H 0.1358
46 H 0.2106
47 C 0.7355
48 H 0.2932
49 H 0.3876
50 C -0.1093
51 H 0.2248
52 H 0.4296
53 H 0.2067
54 H 0.2212
55 H 0.3294
56 H 0.2611
57 H 0.4414
58 O -0.2061
59 O -0.3179
60 H 0.0719
61 C -1.2234
62 H 0.3751
63 H 0.3786
64 H 0.1976
65 C -0.2130
66 H 0.3687
67 O -0.4554
68 H 0.2421
69 H 0.3127
70 H -0.1917
71 H 0.3496
72 H 0.0506
73 H 0.3507
74 H 0.2540
75 H 0.3518
76 H 0.2450
77 C 0.2718
78 H -0.4990
79 H 0.3442
80 C -0.9342

***

Entry 3:
C18H52N4O8 | wB97M-V/def2-TZVPD

SMILES string: NC(N)=O.NC(N)=O.CC(C)O.CC(C)O.CC(C)O.CC(C)O.CCO.CCO
Relative energy (zero: lowest compared OMol25 entry of this formula, charge and spin): 3.438 eV

Structure (ORCA input):
```
! RIJCOSX wB97M-V def2-TZVPD def2/J DEFGRID3
* xyz 0 1
H 2.84 3.00 0.72
H -1.25 0.25 -1.02
H 1.36 0.35 -1.22
H -0.22 -2.64 -3.31
H -1.34 -2.69 -5.14
C 0.10 -0.73 0.41
H -3.18 -0.85 -4.43
H 5.29 -0.24 -4.28
H 2.61 2.63 3.74
H -0.26 -1.15 -6.23
H -2.11 -0.84 0.10
H 3.93 1.51 -2.32
C 5.33 0.29 -3.33
H -2.67 -4.26 1.00
H -3.07 2.21 -2.04
O -0.99 -0.80 -5.73
H -5.40 3.15 1.30
N -0.14 2.77 -2.60
H -2.70 -1.94 -3.16
H 4.03 1.13 1.61
O -1.09 3.19 -0.70
C -1.19 -0.69 -0.46
H 6.17 0.98 -3.36
H 3.18 0.39 5.52
C -3.82 1.72 1.23
C -3.82 -4.73 2.80
H -0.25 2.47 -3.56
C 0.08 -1.88 -4.03
H -5.87 1.75 0.55
C -1.17 2.82 -1.86
C -2.31 -1.20 -3.87
H 2.16 -0.33 0.25
O 3.09 -1.91 4.95
H 0.89 -0.52 3.13
C 4.44 2.13 1.74
H 5.29 -0.47 -2.55
C -5.27 2.08 1.40
H -2.10 2.08 -3.46
N -2.17 2.33 -2.49
H 3.12 2.40 -4.20
O -5.79 1.60 2.56
H -1.84 -6.11 2.12
H -3.24 2.19 2.02
H -2.37 -2.57 3.50
C -1.99 -2.90 2.54
H -0.55 0.97 0.95
H 1.51 -1.34 -1.06
H -4.05 -5.78 2.62
H -5.36 2.05 3.29
H 1.42 -2.22 3.24
H 0.33 -0.99 -3.46
O -1.62 -5.27 2.52
C -1.21 -1.69 -4.72
C 3.26 3.07 1.73
H -1.08 -1.36 -1.31
H 1.91 0.91 4.36
O 3.68 4.41 1.97
C 3.97 0.91 -3.23
O 3.69 1.65 -4.41
H -2.33 -2.18 1.80
H 1.71 1.72 2.56
H 5.18 2.28 0.95
H 3.25 0.10 -3.09
H -3.63 -4.67 3.87
H 1.41 3.46 2.71
H 2.95 4.89 2.37
H -3.50 2.09 0.25
H -3.68 0.64 1.38
C 2.18 2.69 2.73
H 5.01 2.15 2.67
H 0.69 3.21 -2.24
N 1.44 -1.26 3.55
H 0.16 -1.71 0.89
C 2.36 -1.05 4.47
O 0.00 0.30 1.36
H 0.94 -2.21 -4.61
H -0.90 -2.85 2.53
H -4.63 -4.08 2.46
C 1.34 -0.44 -0.47
H -2.08 -0.27 -3.35
N 2.48 0.21 4.81
C -2.50 -4.29 2.08
*
```

Partial atomic charges computed with the Mulliken method, in multiples of e:
1 H -0.0392
2 H -0.2028
3 H -0.0125
4 H 0.2666
5 H 0.1768
6 C 0.9262
7 H 0.4219
8 H 0.3170
9 H 0.3963
10 H 0.3580
11 H -0.0439
12 H 0.0836
13 C -1.2414
14 H 0.2328
15 H 0.1884
16 O -0.5754
17 H 0.3446
18 N -0.3165
19 H 0.3981
20 H 0.2347
21 O -0.6698
22 C -0.4655
23 H 0.3323
24 H 0.1973
25 C -0.4178
26 C -1.3368
27 H 0.1270
28 C -1.1313
29 H 0.3654
30 C 0.5653
31 C -1.0205
32 H 0.3169
33 O -0.7201
34 H 0.1386
35 C -1.2648
36 H 0.3398
37 C -0.6963
38 H 0.1694
39 N -0.2537
40 H 0.2957
41 O -0.5158
42 H 0.3425
43 H 0.3207
44 H 0.4686
45 C -0.3822
46 H 0.2251
47 H 0.4522
48 H 0.3922
49 H 0.3218
50 H 0.1286
51 H 0.1152
52 O -0.5571
53 C 0.6771
54 C 0.8750
55 H 0.1757
56 H 0.2480
57 O -0.6000
58 C 0.4773
59 O -0.5588
60 H -0.1157
61 H -0.5898
62 H 0.3394
63 H -0.0276
64 H 0.3467
65 H 0.4137
66 H 0.3411
67 H -0.0157
68 H 0.2498
69 C -0.4973
70 H 0.3513
71 H 0.1776
72 N -0.1426
73 H 0.1978
74 C 0.5908
75 O -0.4505
76 H 0.4986
77 H 0.0247
78 H 0.3365
79 C -1.2861
80 H -0.1213
81 N -0.3054
82 C 0.2932